Below is C5H10N2O in the gas phase, with properties calculated with the ωB97M-V functional and the def2-TZVPD basis.

Geometry as XYZ:
```
18
C5H10N2O the ωB97M-V functional and the def2-TZVPD basis
C -1.40165 3.13788 -0.52621
C -0.43227 2.25380 -0.70529
C -0.76386 0.98603 -1.54509
C 0.09238 -0.26988 -1.04733
N -0.25951 -0.64533 0.34659
C 0.74386 -1.38094 1.10780
N 0.99969 -2.62230 0.40896
O 1.10974 -1.18029 2.19572
H -2.47040 3.16801 -0.80871
H -1.22625 3.98283 0.26036
H 0.62863 2.34506 -0.42579
H -0.58555 1.07784 -2.63652
H -1.75508 0.71821 -1.57506
H -0.09974 -1.20728 -1.59119
H 1.17588 -0.05705 -1.30804
H -0.54000 0.16542 0.86692
H 1.10068 -3.39542 0.96260
H 0.28192 -2.84324 -0.30254
```

The calculation puts the HOMO energy at -9.742 eV. The calculation puts the energy above the lowest of the compared OMol25 structures with the same formula, charge and spin at 1.601 eV. As for the multiplicity: 1. The value obtained for the molecular weight is 114.15 g mol⁻¹. For the total energy, the calculation gives -381.22661 Eh. As for the SMILES: C=CCCNC(N)=O. The value obtained for the HOMO-LUMO gap is 0.393 hartree.

Quick look at the Mulliken charges, all values in e: C -0.685; C -0.121; C -0.794; C -0.533; N -0.285; C 0.405; N -0.459; O -0.510; H 0.288; H 0.202; H 0.338; H 0.381; H 0.397; H 0.355; H 0.240; H 0.290; H 0.250; H 0.240



Below is C5H8O in the gas phase, with properties calculated with the ωB97M-V functional and the def2-TZVPD basis.

Geometry as XYZ:
```
14
C5H8O the ωB97M-V functional and the def2-TZVPD basis
C -0.09762 1.32035 0.17208
C 1.12783 0.80053 0.14770
C 1.36652 -0.68732 0.15288
O 0.19224 -1.45996 0.28236
C -0.89256 -0.92198 -0.44468
C -1.30061 0.40954 0.17751
H -0.24412 2.39917 0.18295
H 2.01409 1.43245 0.12011
H 1.99777 -0.95786 1.00697
H 1.91425 -0.97874 -0.76084
H -1.69737 -1.66088 -0.39930
H -0.61350 -0.77915 -1.50194
H -2.15099 0.86204 -0.34695
H -1.61593 0.22182 1.21114
```

The calculation puts the HOMO energy at -9.348 eV. The calculation puts the energy above the lowest of the compared OMol25 structures with the same formula, charge and spin at 1.030 eV. As for the multiplicity: 1. The value obtained for the molecular weight is 84.12 g mol⁻¹. For the total energy, the calculation gives -270.52006 Eh. As for the SMILES: C1=CCOCC1. The value obtained for the HOMO-LUMO gap is 0.384 hartree.

Quick look at the Mulliken charges, all values in e: C -0.306; C -0.322; C -0.507; O -0.389; C -0.509; C -0.480; H 0.370; H 0.367; H 0.304; H 0.268; H 0.298; H 0.319; H 0.335; H 0.251



Below is a molecular structure, C21H18BrCrI2N5O4S, with properties calculated with the ωB97M-V functional and the def2-TZVPD basis.

Geometry as XYZ:
```
53
C21H18BrCrI2N5O4S the ωB97M-V functional and the def2-TZVPD basis
Cr -0.27927 -0.45201 0.59768
N -2.81728 -0.98488 -2.97335
C -1.88530 -0.79831 -2.00204
S -2.39263 -1.04785 -0.34941
N -0.68890 -0.41339 -2.31946
N 0.15013 -0.20642 -1.29980
C 1.45266 -0.11827 -1.57788
C 2.32712 -0.06061 -0.48791
C 3.73937 -0.00302 -0.58211
C 4.49238 0.04058 0.55912
C 3.84488 0.01203 1.80652
C 2.46979 -0.07428 1.83519
N 1.71553 -0.08667 0.74411
H -3.64790 -1.49364 -2.71711
H -2.46330 -1.10887 -3.90797
H 1.79036 -0.15865 -2.60645
H 4.19746 -0.02596 -1.55937
H 5.57047 0.08251 0.51353
H 4.40650 0.05648 2.72292
H 1.93978 -0.11553 2.77937
I -2.22743 3.48223 -0.82913
C -0.47517 3.85204 -2.01130
I 1.40044 3.46770 -1.04336
H -0.48537 4.89942 -2.29369
H -0.53312 3.20475 -2.87669
O 0.25934 -2.44465 0.76063
C -0.08240 -2.39810 1.97114
O -0.50168 -1.30614 2.44286
C -0.00671 -3.59050 2.82840
C 0.28557 -4.82654 2.26409
C 0.37545 -5.97648 3.03856
C 0.14620 -5.83352 4.38872
O 0.18062 -6.77498 5.37566
C -0.14948 -6.10220 6.57493
O -0.31397 -4.72970 6.30530
C -0.16075 -4.58905 4.95351
C -0.24556 -3.44951 4.20243
H 0.43245 -4.87644 1.19714
H 0.63313 -6.92972 2.60761
H 0.65802 -6.24562 7.30964
H -1.09112 -6.51112 6.97736
H -0.48195 -2.48904 4.62942
Br -2.13667 3.93673 5.03238
C -1.63807 2.85814 3.56885
C -0.31457 2.82330 3.13270
C 0.00675 2.02721 2.06278
N -0.87777 1.24284 1.40606
C -2.16510 1.34044 1.81598
C -2.58242 2.10163 2.87768
H 0.45650 3.39773 3.61972
H 1.02549 2.00153 1.70394
H -2.89795 0.78106 1.25051
H -3.62301 2.10300 3.16419
```

The calculation puts the HOMO energy (spin up / spin down) at -5.300 / -7.391 eV. The calculation puts the energy above the lowest of the compared OMol25 structures with the same formula, charge and spin at 0.000 eV. As for the multiplicity: 5. The value obtained for the molecular weight is 822.18 g mol⁻¹. For the total energy, the calculation gives -5997.91052 Eh. The expectation value of S² is 6.05. The value obtained for the HOMO-LUMO gap (spin up / spin down) is 0.182 / 0.250 hartree.

Quick look at the Mulliken charges, all values in e: Cr -1.043; N -0.496; C 0.608; S -0.534; N -1.575; N 1.926; C -1.018; C 0.850; C -1.064; C -0.325; C -1.164; C -0.030; N 0.386; H 0.225; H 0.250; H 0.345; H 0.457; H 0.424; H 0.416; H 0.578; I 0.076; C -0.866; I 0.060; H 0.419; H 0.382; O -0.562; C 1.589; O -0.689; C -0.246; C -0.548; C -1.054; C 0.956; O -0.482; C -0.240; O -0.490; C 0.901; C -0.998; H 0.486; H 0.432; H 0.241; H 0.244; H 0.503; Br -0.140; C 0.126; C -0.993; C -0.339; N 1.201; C -0.374; C -0.839; H 0.471; H 0.606; H 0.461; H 0.488



Below is 2 unconnected molecules or ions with the total composition C7H13N4, with properties calculated with the ωB97M-V functional and the def2-TZVPD basis.

Geometry as XYZ:
```
24
C7H13N4 the ωB97M-V functional and the def2-TZVPD basis
C -0.22775 3.06256 -1.95430
C 0.25318 1.26765 -0.82806
C 0.00508 -1.84121 0.18491
C -0.65803 -0.88910 1.18959
C 0.58764 -0.51093 0.46047
C -0.72740 -2.15871 -1.07652
C -0.66911 -1.16276 2.62973
N -0.71636 1.88164 -1.68479
N 1.25219 2.03474 -0.70308
N 0.99238 3.17405 -1.30422
N 1.83354 -0.27594 0.85486
H -0.67268 3.75671 -2.67658
H 0.40039 -2.79259 0.66593
H -1.59901 -0.34222 0.88046
H -1.51318 -1.51611 -1.34309
H -1.08026 -3.17687 -1.05045
H 0.07305 -2.40206 -1.92628
H -1.55096 -0.70840 2.91442
H -0.04296 -0.49906 3.35673
H -0.60219 -2.18890 2.90404
H 1.64091 3.97423 -1.29349
H 2.59665 -0.90910 0.47467
H 2.03369 0.67883 1.12723
H -1.60880 1.54353 -1.80217
```

The calculation puts the HOMO energy at -12.609 eV. The calculation puts the energy above the lowest of the compared OMol25 structures with the same formula, charge and spin at 5.140 eV. As for the multiplicity: 1. As for the net charge: +1. The value obtained for the molecular weight is 153.21 g mol⁻¹. For the total energy, the calculation gives -493.15947 Eh. The value obtained for the HOMO-LUMO gap is 0.352 hartree.

Quick look at the Mulliken charges, all values in e: C -0.044; C -0.157; C -0.435; C 0.179; C 0.896; C -1.416; C -1.574; N 0.019; N -0.314; N -0.040; N -0.359; H 0.410; H 0.418; H 0.252; H 0.333; H 0.439; H 0.281; H 0.463; H 0.291; H 0.349; H 0.263; H 0.263; H 0.269; H 0.214



- Which value of total energy does entry 4 give?
  -493.15947 Eh



- What is the multiplicity in the second record?
  1



- Number 3 is which compound?
  C21H18BrCrI2N5O4S